{"formula": "C4H7N3O", "method": "wB97M-V/def2-TZVPD", "species": ["C", "C", "C", "C", "H", "H", "H", "H", "H", "H", "H", "N", "N", "N", "O"], "positions_angstrom": [[1.605, 2.440, -0.267], [0.171, -0.661, -1.136], [-1.130, -0.861, -0.392], [-0.655, -1.559, 0.942], [1.399, 3.235, 0.536], [0.304, 0.941, 0.571], [0.408, -1.685, -1.711], [-2.321, -1.217, -0.592], [-1.550, -2.353, 1.163], [0.454, -1.983, 0.923], [-1.917, -0.138, 1.404], [0.834, 1.217, -0.197], [1.200, 0.138, -0.999], [-1.026, -0.231, 1.097], [2.224, 2.716, -1.344]], "nbo_charge": [0.49, 0.04, -0.20, -0.23, 0.14, 0.41, 0.19, 0.26, 0.19, 0.23, 0.37, -0.51, -0.20, -0.61, -0.58], "smiles": "O=CN/N=C\\[C@H]1CN1", "lumo_ha": 0.014, "energy_ev": -10774.03834, "largest_force_ha_per_bohr": 0.098}

{"formula": "C4H7N3O", "method": "wB97M-V/def2-TZVPD", "species": ["C", "C", "C", "C", "H", "H", "H", "H", "H", "H", "H", "N", "N", "N", "O"], "positions_angstrom": [[0.379, -0.291, 0.254], [0.103, 0.974, 1.000], [1.058, 1.025, -0.178], [-0.692, -0.444, -0.773], [0.200, -1.804, 1.521], [1.319, -2.008, 0.205], [-0.888, 1.399, 0.865], [0.652, 1.081, 1.983], [2.157, 1.144, -0.129], [-1.483, 1.294, -1.669], [-1.863, -1.833, -0.016], [0.950, -1.364, 0.958], [-0.665, 0.652, -1.680], [-1.729, -1.230, -0.869], [0.502, 1.405, -1.472]], "nbo_charge": [-0.03, -0.44, 0.08, 0.40, 0.37, 0.37, 0.23, 0.25, 0.23, 0.38, 0.34, -0.80, -0.33, -0.68, -0.37], "smiles": "[H]/N=C1/NO[C@H]2C[C@@]12N", "lumo_ha": 0.029, "energy_ev": -10775.91317, "largest_force_ha_per_bohr": 0.063}